[1]
103
Properties=species:S:1:pos:R:3:forces:R:3:mulliken_charge:R:1 method="wB97M-V/def2-TZVPD" largest_force_ev_per_a=1.24 e_tot_ev=-51299.924 molar_mass_g_mol=773.1 s2=8.765 spin_multiplicity=6
Ir -0.018639 0.114209 -0.525881 -0.09 -0.22 0.49 3.544
C -2.614395 1.803822 -0.466049 -0.12 -0.07 -0.05 -1.293
N -1.324826 1.944917 0.221285 0.16 -0.23 -0.20 0.328
C -0.642788 3.166712 -0.223658 0.07 0.13 -0.08 -1.203
C -1.496308 1.920931 1.686408 0.03 -0.09 0.19 -1.282
C -1.344154 0.531580 2.297188 -0.12 0.07 -0.05 -0.955
N -0.053236 -0.069002 1.965554 -0.08 -0.07 -0.12 1.187
C 0.031413 -1.476436 2.370971 0.06 -0.19 -0.02 -1.253
C -0.961190 -2.483569 1.829295 -0.11 0.28 -0.39 -0.395
C -1.037543 -3.671728 2.538537 -0.10 -0.13 0.09 -0.227
C -1.831987 -4.733343 2.135909 0.02 0.05 -0.03 -0.650
C -2.596205 -4.544515 0.987635 0.03 -0.11 0.08 0.107
C -2.571677 -3.379067 0.237657 0.14 0.46 -0.09 -0.890
C -1.701001 -2.321698 0.638510 -0.15 -0.86 0.68 0.455
O -1.633685 -1.199716 -0.060988 0.72 0.74 -0.70 -0.685
C -3.478207 -3.227978 -0.988727 -0.01 0.03 -0.10 2.221
C -4.351805 -4.465361 -1.212470 0.02 0.05 0.01 -2.405
C -2.639915 -3.033258 -2.265328 -0.05 -0.03 0.16 -1.353
C -4.418229 -2.023864 -0.801822 0.13 -0.04 -0.07 -1.486
C -1.847501 -6.028363 2.942826 0.02 -0.06 0.08 2.031
C -2.331597 -5.736851 4.372703 0.04 -0.04 -0.12 -1.626
C -2.771304 -7.084885 2.332259 0.06 0.10 0.04 -2.135
C -0.426411 -6.612900 2.995922 -0.11 0.02 0.01 -1.628
C 1.040781 0.655020 2.638795 0.21 0.12 -0.07 -0.964
C 2.417849 0.237653 2.210795 -0.16 0.19 -0.49 0.126
C 3.339710 -0.232341 3.129587 0.14 -0.10 0.12 -0.266
C 4.638564 -0.532746 2.750977 -0.03 0.00 -0.03 -0.633
C 4.963692 -0.362829 1.402913 0.02 -0.05 0.18 -0.107
C 4.081997 0.101220 0.441259 -0.46 0.22 -0.20 -0.487
C 2.759899 0.435620 0.857911 0.71 -0.46 0.85 -0.326
O 1.852575 0.946871 0.043669 -0.71 -0.06 -0.73 -1.686
C 4.510568 0.244410 -1.022057 0.05 -0.01 -0.09 2.655
C 5.980575 -0.137093 -1.219495 -0.08 0.01 -0.01 -2.455
C 4.338324 1.693755 -1.510802 -0.04 -0.12 0.08 -1.619
C 3.669958 -0.695821 -1.902039 0.03 0.09 0.07 -1.375
C 5.701243 -1.037829 3.722625 0.07 -0.07 0.04 1.981
C 6.133366 -2.455759 3.313798 -0.04 0.10 0.05 -1.559
C 5.183576 -1.093697 5.161790 0.01 0.01 -0.12 -2.140
C 6.920089 -0.101580 3.691569 -0.09 -0.04 0.01 -1.612
H -3.291185 2.622115 -0.191897 0.05 0.03 0.01 0.378
H -3.070601 0.852320 -0.197629 0.03 0.03 0.02 0.445
H -2.450659 1.817351 -1.542700 0.02 -0.05 0.00 0.292
H -1.225054 4.058810 0.037008 -0.03 -0.03 0.01 0.387
H -0.507061 3.124515 -1.303828 -0.01 -0.02 0.01 0.296
H 0.342347 3.229456 0.236736 -0.01 -0.06 0.02 0.359
H -2.486633 2.305119 1.951398 0.00 0.06 -0.04 0.494
H -0.765964 2.598241 2.124843 -0.03 0.05 -0.04 0.563
H -2.126492 -0.119873 1.912966 -0.01 -0.03 0.06 0.234
H -1.476242 0.618029 3.386234 0.02 -0.02 0.01 0.505
H -0.019698 -1.532036 3.470430 0.04 0.03 0.01 0.456
H 1.032481 -1.812610 2.088420 0.03 0.05 0.06 0.491
H -0.446412 -3.760834 3.445436 0.02 0.01 -0.01 0.550
H -3.244571 -5.344631 0.663522 0.05 0.04 0.04 0.667
H -3.742659 -5.348051 -1.417459 -0.06 -0.03 -0.01 0.434
H -4.992493 -4.287642 -2.077742 0.00 -0.04 -0.02 0.443
H -4.996362 -4.674710 -0.356244 -0.01 0.00 -0.02 0.463
H -2.001428 -3.904352 -2.432618 0.00 0.02 -0.02 0.403
H -2.014361 -2.149655 -2.189059 0.01 0.07 0.00 -0.133
H -3.300076 -2.918163 -3.129212 0.02 -0.02 0.00 0.479
H -5.008783 -2.128373 0.110701 -0.01 -0.01 0.00 0.349
H -5.101101 -1.952973 -1.652165 -0.02 0.00 0.02 0.496
H -3.841624 -1.103721 -0.748100 -0.04 0.02 0.03 -0.065
H -3.332274 -5.301670 4.351235 0.00 0.00 0.04 0.360
H -1.665504 -5.038575 4.880269 -0.02 0.01 0.03 0.320
H -2.365609 -6.660379 4.955751 0.00 0.02 0.02 0.454
H -3.805112 -6.736210 2.296618 -0.01 -0.03 -0.03 0.375
H -2.741486 -7.985569 2.947684 -0.01 -0.02 -0.01 0.445
H -2.452729 -7.353937 1.323546 -0.04 -0.01 -0.01 0.391
H 0.266828 -5.927422 3.484309 0.02 -0.01 -0.01 0.320
H -0.058276 -6.808179 1.987230 0.02 -0.01 0.01 0.370
H -0.425697 -7.552576 3.553731 0.02 0.01 0.00 0.453
H 0.944069 0.530702 3.727143 -0.06 0.03 0.01 0.200
H 0.940385 1.715675 2.405953 -0.06 -0.03 0.04 0.507
H 3.021286 -0.353522 4.158891 0.00 0.02 -0.02 0.460
H 5.971091 -0.613287 1.101016 -0.03 0.02 -0.01 0.427
H 6.642550 0.515166 -0.646228 0.04 -0.03 -0.02 0.428
H 6.235596 -0.033989 -2.275613 0.01 0.01 0.00 0.469
H 6.164291 -1.174225 -0.931681 0.06 0.01 -0.02 0.408
H 4.940108 2.375684 -0.905608 -0.01 0.00 -0.01 0.343
H 3.297112 1.998898 -1.456599 -0.07 0.05 0.01 0.140
H 4.668451 1.772681 -2.550303 0.02 0.00 0.02 0.469
H 3.794745 -1.735031 -1.588648 0.01 0.01 -0.01 0.305
H 3.992440 -0.607479 -2.943348 -0.02 -0.03 -0.01 0.496
H 2.614382 -0.438362 -1.847836 -0.06 0.00 -0.03 0.045
H 5.276279 -3.131500 3.336403 0.02 -0.03 0.00 0.349
H 6.893726 -2.833184 4.002147 0.00 -0.02 -0.02 0.451
H 6.546244 -2.470241 2.304808 0.02 -0.01 -0.01 0.298
H 4.363151 -1.807652 5.257523 -0.02 0.03 0.05 0.379
H 4.840905 -0.112232 5.495186 -0.01 -0.02 0.04 0.388
H 5.988124 -1.414176 5.825561 -0.01 -0.02 0.01 0.446
H 7.395284 -0.093119 2.710496 0.01 0.02 -0.01 0.303
H 7.663039 -0.424311 4.424673 0.01 -0.01 -0.02 0.466
H 6.618594 0.919694 3.931932 0.03 0.01 0.00 0.361
C 1.017292 1.676005 -4.328313 -0.04 0.00 -0.12 -0.926
O 0.516776 1.460196 -3.022312 0.05 -0.03 0.07 -0.221
C 0.085641 0.193026 -2.651929 -0.17 0.25 0.30 -0.076
C 0.250915 -0.922721 -3.631258 0.03 0.14 0.13 -1.158
H 1.782151 0.949033 -4.607378 0.02 0.01 0.06 0.309
H 1.458999 2.670473 -4.328884 -0.02 0.00 -0.01 0.267
H 0.212338 1.638821 -5.069724 0.02 0.01 0.01 0.307
H -0.272525 -0.721652 -4.572822 0.02 -0.06 -0.06 0.420
H -0.151903 -1.845736 -3.218065 0.00 0.03 0.02 0.239
H 1.307778 -1.109137 -3.870431 0.00 -0.07 -0.05 0.285

---

[2]
121
Properties=species:S:1:pos:R:3:forces:R:3:mulliken_charge:R:1 method="wB97M-V/def2-TZVPD" largest_force_ev_per_a=4.16 e_tot_ev=-239112.335 molar_mass_g_mol=1149.7 spin_multiplicity=1
C 13.267249 12.338905 14.847422 0.05 0.25 -0.28 0.538
Cl 13.231315 13.921849 15.655562 0.11 -0.11 -0.13 0.126
Cl 14.131958 11.140509 15.798084 0.15 0.11 0.06 -0.044
Cl 13.898401 12.443493 13.187868 -0.13 0.06 0.50 0.018
H 12.245456 12.012974 14.790127 -0.31 -0.09 -0.12 -0.730
C 9.552799 12.989185 16.441476 0.11 -0.09 -0.70 0.845
Cl 7.980006 12.801027 15.624952 0.29 -0.19 0.26 -0.144
Cl 10.243863 11.477684 17.046140 -0.13 -0.09 -0.58 0.018
Cl 9.370780 14.009130 17.855569 0.03 0.65 -0.07 -0.138
H 10.226132 13.394081 15.656382 -0.37 0.02 0.89 -0.692
C 12.340095 7.766010 16.790119 0.10 -0.97 -0.65 0.316
Cl 14.096316 7.999283 16.763133 -0.18 0.11 0.45 -0.101
Cl 11.456130 8.821459 17.887080 0.51 -0.46 -0.13 -0.057
Cl 12.004275 6.030397 17.102332 -0.05 0.42 0.23 -0.141
H 12.024450 7.883765 15.754148 -0.20 0.48 0.36 -0.033
C 15.131324 18.201367 18.328307 -0.44 -0.70 -0.30 0.251
Cl 16.810074 17.817177 17.937906 -0.01 0.33 0.75 -0.099
Cl 14.247929 18.018479 16.785689 -0.23 0.22 0.23 -0.059
Cl 14.831873 19.693824 19.153307 0.29 0.93 -0.21 -0.149
H 14.697716 17.509518 19.033733 0.45 -0.73 -0.28 -0.073
C 16.219429 8.437865 20.214745 -1.37 -0.49 1.44 0.182
Cl 16.764173 6.763914 20.224921 0.28 -0.22 -0.90 -0.140
Cl 16.643988 9.509494 18.938641 0.42 -0.13 -1.26 -0.043
Cl 16.906410 9.143276 21.690050 -0.38 0.23 0.46 -0.155
H 15.099917 8.340450 20.254450 1.24 0.53 0.16 0.156
C 17.444934 14.785878 9.314632 -1.94 0.48 -0.07 -1.091
C 17.356368 13.424102 8.640743 -1.53 -0.37 1.29 -0.342
C 16.971274 12.351312 9.695644 -0.91 -2.29 -3.12 -0.411
C 15.528043 11.914369 9.812978 0.66 0.13 -0.16 0.235
N 14.475483 11.462430 9.961310 0.57 0.48 -0.13 -0.500
H 18.354331 14.929806 9.847381 0.72 0.02 0.52 0.352
H 16.570964 15.096051 9.980691 1.05 -0.94 -0.65 0.219
H 17.376684 15.503728 8.529552 0.36 0.91 -0.59 0.385
H 18.293573 13.145048 8.168225 0.03 0.02 -0.02 0.312
H 16.548700 13.383714 7.897885 0.42 0.30 -0.10 0.322
H 17.266772 12.561107 10.641240 1.02 1.07 2.99 0.243
H 17.527411 11.426085 9.428110 -0.52 0.25 0.21 0.313
C 14.130752 20.277254 13.648203 1.32 -0.62 -1.05 -1.228
C 13.212984 19.325981 12.865626 -0.19 0.03 0.10 -0.408
C 13.426614 17.848296 13.216206 -0.72 -0.36 -0.34 3.301
C 14.296994 17.301145 12.187430 0.56 -1.05 0.40 -0.121
N 15.069743 16.856653 11.458244 -0.29 0.18 -0.06 -0.515
H 13.891003 20.350617 14.680387 -0.37 -0.24 0.98 0.226
H 14.096488 21.271956 13.270868 -0.40 0.90 -0.48 0.449
H 15.231990 20.052581 13.581963 -1.00 -0.35 -0.01 0.250
H 13.320021 19.403782 11.770577 0.10 0.35 0.46 0.392
H 12.166941 19.498042 13.083519 -0.09 0.52 0.07 0.404
H 12.488859 17.254755 13.355830 0.53 0.54 -0.69 -1.183
H 13.881495 17.716223 14.177294 0.71 0.09 0.54 -1.511
C 11.444199 16.752815 10.264197 -0.93 0.80 -0.25 -0.986
C 11.468714 15.277762 10.469285 0.24 -0.68 0.50 -0.208
C 10.419380 14.831247 11.496462 -0.39 -1.76 -0.99 -0.679
C 10.595446 15.179789 12.896137 -0.14 -0.26 -1.21 0.167
N 10.670198 15.369081 14.017022 0.17 0.13 1.21 -0.152
H 12.210627 17.073220 9.585702 0.49 0.16 -0.38 0.376
H 11.611934 17.255353 11.210838 -0.22 0.37 0.10 0.034
H 10.461323 17.066833 9.813232 0.83 -0.16 0.63 0.372
H 12.448806 14.909165 10.817160 -0.20 0.25 -0.27 0.149
H 11.253876 14.807176 9.507055 -0.02 -0.33 0.23 0.400
H 10.326422 13.720525 11.446673 0.42 0.51 0.36 0.165
H 9.423947 15.092184 11.156404 -0.27 0.68 0.16 0.428
C 17.985500 14.323322 18.150873 0.66 -1.16 0.62 -0.964
C 16.940320 13.249373 18.514554 0.22 -1.22 0.19 -0.542
C 15.459297 13.712447 18.586174 0.73 -1.24 -0.61 2.435
C 15.240587 14.826464 19.449340 -0.20 1.77 1.78 0.274
N 15.090807 15.656160 20.247822 0.10 -0.92 -1.12 -0.733
H 19.038328 13.959159 18.205246 -0.83 -0.26 -0.07 0.403
H 18.004350 15.161879 18.847290 -0.54 0.14 -0.17 0.305
H 17.839409 14.612312 17.137118 -0.14 0.68 -0.74 0.056
H 17.189271 12.809152 19.489820 -0.02 0.24 -0.04 0.415
H 16.929458 12.325973 17.839137 0.26 1.48 0.47 0.181
H 14.891642 12.882985 19.026003 -0.05 0.06 -0.28 -1.107
H 15.079273 13.884193 17.581279 -0.15 0.19 0.05 -0.689
C 11.004971 18.530741 17.853174 1.13 1.79 0.41 -0.949
C 10.106026 17.471450 17.387658 -1.40 -2.99 1.54 0.446
C 9.132912 17.729744 16.246828 -0.41 -0.26 -0.62 -0.631
C 9.778765 18.087767 14.973961 0.22 0.26 0.51 0.281
N 10.400841 18.417446 14.066838 -0.35 -0.02 -0.01 -0.513
H 11.662452 18.856208 17.042589 0.04 -0.07 0.05 0.056
H 11.670464 18.195136 18.684784 -0.62 0.20 -0.57 0.258
H 10.485060 19.449340 18.163753 -0.01 -0.30 0.15 0.339
H 9.397196 17.133020 18.238724 1.16 0.52 -1.05 0.230
H 10.734413 16.552995 17.206959 -0.78 0.78 -0.27 -0.200
H 8.372423 18.471290 16.494263 0.34 0.47 0.07 0.399
H 8.501073 16.848040 16.087661 0.43 -0.18 -0.12 0.262
C 18.438580 16.744966 15.076256 0.91 -1.32 -0.40 -1.308
C 17.037275 16.882171 14.677090 -0.42 -0.86 -2.90 -0.201
C 16.273203 15.587243 14.673065 0.07 -1.24 0.02 2.542
C 16.933340 14.452786 13.948305 -0.37 0.24 -0.15 -0.074
N 17.367597 13.583910 13.324165 -0.15 0.56 0.48 -0.633
H 18.870843 15.845818 14.593572 0.30 0.78 -0.07 0.322
H 18.370684 16.468258 16.094800 0.59 -0.08 1.45 0.183
H 19.025931 17.642791 14.959473 0.26 0.08 -0.12 0.370
H 16.892367 17.188513 13.643732 0.34 0.90 -0.07 0.271
H 16.561480 17.507096 15.347802 -1.24 1.57 0.93 0.172
H 15.290260 15.718828 14.226304 -0.06 -0.06 -0.09 -0.637
H 16.106650 15.298169 15.695106 -0.14 -0.57 0.56 -0.947
C 13.915987 10.788633 20.693200 0.00 1.46 -0.24 -1.167
C 12.671217 11.714091 20.589466 0.84 -0.61 1.26 -0.192
C 12.229808 12.209763 22.012018 -0.39 -0.34 -0.48 -0.687
C 11.840325 11.020072 22.819306 -0.04 0.09 -0.91 0.295
N 11.568924 9.968771 23.201325 0.06 0.41 0.28 -0.469
H 14.296766 10.672496 19.672038 -0.05 -0.58 0.29 0.143
H 13.656754 9.870108 21.203983 -0.10 -0.37 -0.26 0.627
H 14.735770 11.228265 21.290293 -0.36 0.10 -0.26 0.336
H 11.886709 11.104958 20.169995 -0.55 -0.13 -0.03 0.184
H 12.804434 12.520009 19.869005 0.18 0.32 0.35 0.284
H 11.386861 12.891292 21.885036 -0.16 -0.18 0.26 0.353
H 12.980589 12.765225 22.571734 0.31 -0.04 -0.28 0.323
C 13.298422 8.326835 13.180394 0.98 -0.22 0.04 -0.728
C 12.675973 8.988328 11.985136 0.59 1.65 -0.89 0.112
C 11.195426 9.363048 12.156932 0.50 0.30 -2.44 -0.727
C 10.873754 10.529017 12.924873 1.22 -2.64 -0.91 0.261
N 10.409124 11.302715 13.588715 -1.26 3.25 2.26 -0.298
H 13.170861 8.924156 14.103690 -0.09 -0.71 -0.28 -0.288
H 14.367164 8.229983 13.002626 0.38 0.59 0.10 0.399
H 13.092847 7.249059 13.216858 -0.92 0.31 0.62 0.423
H 12.885972 8.365564 11.086535 -0.70 0.38 0.50 0.395
H 13.172289 9.985871 11.739847 -0.26 -1.34 0.41 -0.137
H 10.569821 8.576067 12.503090 -0.50 -0.83 0.30 0.369
H 10.815727 9.692362 11.164889 0.12 -0.67 0.20 0.310